{
  "formula": "C10H24ClO6S2",
  "method": "ωB97M-V/def2-TZVPD",
  "max_force_ha_per_bohr": 0.0177,
  "energy_ha": -2103.3457,
  "e_homo_ha": -0.0436,
  "spin_multiplicity": 1,
  "charge": -1,
  "elements": ["Cl", "S", "S", "O", "O", "O", "O", "O", "O", "C", "C", "C", "C", "C", "C", "C", "C", "C", "C", "H", "H", "H", "H", "H", "H", "H", "H", "H", "H", "H", "H", "H", "H", "H", "H", "H", "H", "H", "H", "H", "H", "H", "H"],
  "coordinates": [[-0.8644, -1.3094, 0.2382], [-4.1724, 3.2699, -0.9147], [5.0636, 0.9458, 0.4402], [-5.5807, 3.0168, -0.8569], [4.5868, -0.2322, -0.1997], [-3.4435, 2.0972, -1.6902], [-3.4493, 3.5668, 0.2844], [4.1326, 1.3151, 1.6817], [5.2954, 2.1423, -0.3180], [1.7224, -4.4419, 0.2865], [-4.3999, 0.0181, -0.7546], [0.7468, -3.5262, -0.4365], [2.8425, 1.8942, 1.3860], [-3.1633, 0.8627, -0.9746], [1.8000, 0.8687, 0.9815], [-3.8749, 4.5301, -2.1094], [6.5065, 0.5512, 1.3706], [-1.7050, -3.9340, 0.2349], [-0.4420, -3.1003, 0.4470], [-0.1215, -3.2040, 1.4752], [0.8345, 1.3619, 0.8651], [1.2473, -2.6138, -0.7787], [-2.5958, -3.3205, 0.3291], [-2.4526, 0.3278, -1.5979], [-2.8057, 4.7102, -2.1715], [-4.9116, -0.1665, -1.6999], [2.0381, 0.3682, 0.0452], [6.2567, -0.2360, 2.0763], [1.7628, -4.1958, 1.3521], [-4.3946, 5.4207, -1.7635], [6.8586, 1.4445, 1.8788], [0.3509, -4.0217, -1.3234], [-4.2771, 4.2054, -3.0647], [-5.1071, 0.5069, -0.0851], [-1.7529, -4.7360, 0.9657], [7.2477, 0.1960, 0.6587], [-2.6628, 1.0904, -0.0341], [-4.1092, -0.9341, -0.3125], [2.5373, 2.3808, 2.3113], [1.4566, -5.4946, 0.1506], [-1.6804, -4.3946, -0.7491], [2.9694, 2.6725, 0.6306], [1.7100, 0.0976, 1.7451]],
  "forces_ev_per_angstrom": [[-0.18, 0.28, -0.06], [0.28, -0.22, -0.42], [-0.03, 0.21, 0.55], [-0.03, 0.06, 0.14], [-0.03, -0.02, -0.25], [-0.18, 0.24, 0.00], [-0.12, 0.00, 0.14], [0.27, -0.18, -0.11], [-0.01, -0.06, -0.13], [-0.32, -0.18, -0.33], [-0.18, 0.19, -0.01], [0.45, 0.26, 0.37], [-0.59, 0.16, -0.17], [0.08, -0.54, 0.29], [0.23, -0.08, 0.00], [0.01, 0.05, -0.01], [0.03, 0.02, 0.04], [0.11, 0.08, 0.02], [0.14, -0.88, -0.18], [0.02, 0.47, 0.20], [-0.01, 0.01, 0.06], [-0.05, 0.19, -0.04], [-0.17, -0.03, 0.05], [0.04, 0.17, -0.10], [0.01, -0.02, 0.00], [0.04, -0.05, -0.01], [0.05, 0.04, -0.01], [-0.02, -0.02, -0.01], [0.15, -0.04, 0.16], [-0.01, -0.01, 0.03], [-0.02, 0.00, 0.00], [-0.01, 0.03, -0.25], [-0.01, -0.02, 0.00], [0.02, 0.00, 0.02], [0.00, -0.10, 0.09], [-0.02, 0.00, -0.03], [-0.03, 0.15, -0.03], [0.11, 0.00, -0.04], [0.17, -0.01, 0.06], [-0.07, -0.13, 0.17], [-0.12, 0.03, -0.17], [0.08, -0.05, -0.02], [-0.08, 0.00, 0.01]],
  "nbo_charge": [-0.23, 2.39, 2.38, -0.94, -0.91, -0.73, -0.94, -0.73, -0.95, -0.96, -0.64, -0.45, -0.08, -0.08, -0.64, -0.89, -0.89, -0.63, -0.14, 0.20, 0.22, 0.17, 0.20, 0.22, 0.25, 0.21, 0.24, 0.26, 0.13, 0.25, 0.24, 0.17, 0.25, 0.22, 0.21, 0.25, 0.21, 0.24, 0.19, 0.13, 0.20, 0.19, 0.23]
}